# 1
Molecular formula: C56H40AsBr2F10NO2P2Se2Sr
Method: DFT, wB97M-V/def2-TZVPD

Values from the calculation:
- Calculated total energy: -16262.0934 hartree
- E_LUMO: 3.357 eV
- Max |F|: 7.3 eV Å⁻¹
- Energy relative to the best compared isomer or geometry (same formula, charge and spin): 102.3 kcal per mole
- HOMO: -2.5 eV

```
! wB97M-V def2-TZVPD RIJCOSX def2/J DEFGRID3
* xyz -2 1
Sr 0.72 -1.84 -0.45
C -3.24 -1.61 -2.18
C -3.03 -2.77 -1.24
C -3.75 -3.97 -1.45
C -3.67 -4.99 -0.55
C -2.86 -4.84 0.60
C -2.75 -5.79 1.64
Br -3.72 -7.44 1.56
C -1.96 -5.54 2.73
C -1.19 -4.38 2.82
Br -0.15 -4.07 4.39
C -1.12 -3.44 1.75
O -0.32 -2.48 1.72
C -2.10 -3.65 0.68
N -2.21 -2.64 -0.23
H -4.20 -1.13 -1.98
H -3.23 -1.94 -3.23
H -2.46 -0.88 -2.04
H -4.36 -4.07 -2.34
H -4.21 -5.91 -0.71
H -1.91 -6.26 3.53
Se 3.25 -1.33 -1.15
P 2.39 -3.16 -1.94
Se 0.61 -4.28 -1.31
C 3.76 -4.48 -1.23
C 3.50 -5.85 -1.08
C 4.45 -6.75 -0.58
C 5.72 -6.31 -0.23
C 6.03 -4.97 -0.41
C 5.06 -4.08 -0.89
C 2.98 -3.64 -3.69
C 2.43 -4.73 -4.37
C 2.93 -5.13 -5.61
C 4.01 -4.46 -6.18
C 4.57 -3.38 -5.51
C 4.06 -2.97 -4.28
H 2.53 -6.24 -1.37
H 4.19 -7.79 -0.47
H 6.46 -7.00 0.17
H 7.02 -4.60 -0.17
H 5.34 -3.04 -1.02
H 1.58 -5.25 -3.93
H 2.48 -5.96 -6.13
H 4.41 -4.78 -7.13
H 5.41 -2.85 -5.94
H 4.48 -2.12 -3.76
C -3.39 2.79 0.08
C -2.52 4.06 0.22
As -2.64 5.11 1.87
C -3.98 6.40 1.32
C -4.93 6.12 0.34
C -5.93 7.04 0.02
C -5.99 8.25 0.69
C -5.06 8.54 1.69
C -4.07 7.62 2.00
C -1.02 6.14 1.48
C 0.18 5.55 1.90
C 1.40 6.15 1.64
C 1.45 7.36 0.96
C 0.27 7.97 0.55
C -0.96 7.36 0.81
P -2.64 1.12 0.47
C -1.00 1.47 -0.27
C 0.13 1.85 0.45
C 1.26 2.31 -0.21
C 1.27 2.42 -1.59
C 0.14 2.08 -2.32
C -0.99 1.62 -1.65
C -2.33 1.22 2.27
C -3.10 2.01 3.12
C -2.85 2.04 4.49
C -1.85 1.24 5.03
C -1.13 0.39 4.20
C -1.37 0.38 2.84
H -3.66 2.68 -0.98
H -4.33 2.85 0.63
H -2.73 4.76 -0.59
H -1.47 3.80 0.13
H -4.89 5.18 -0.19
H -6.65 6.80 -0.74
H -6.77 8.97 0.45
H -5.11 9.49 2.22
H -3.36 7.84 2.79
H 0.15 4.60 2.43
H 2.32 5.67 1.97
H 2.40 7.84 0.76
H 0.29 8.91 0.02
H -1.87 7.84 0.47
H 0.14 1.80 1.52
H 2.13 2.59 0.37
H 2.16 2.76 -2.11
H 0.13 2.16 -3.40
H -1.87 1.36 -2.23
H -3.91 2.61 2.73
H -3.44 2.68 5.13
H -1.65 1.27 6.10
H -0.37 -0.27 4.61
H -0.79 -0.29 2.23
F 5.95 -1.53 4.41
C 4.87 -1.29 3.63
C 4.37 -0.01 3.50
F 4.97 1.01 4.14
C 3.25 0.22 2.73
F 2.80 1.50 2.64
C 2.55 -0.79 2.04
O 1.52 -0.54 1.34
C 3.12 -2.07 2.19
F 2.56 -3.14 1.56
C 4.24 -2.31 2.96
F 4.72 -3.56 3.06
F 1.63 -0.78 -3.80
C 0.97 -1.77 -3.14
F 0.02 -1.01 -2.34
C 0.05 -2.32 -4.33
F -0.56 -3.47 -4.11
F -0.93 -1.41 -4.59
F 0.76 -2.43 -5.45
*
```

***

# 2
Molecular formula: C4H8
Method: DFT, wB97M-V/def2-TZVPD

Values from the calculation:
- Calculated total energy: -157.1653 hartree
- Structure (SMILES): C/C=C/C
- E_LUMO: 1.329 eV
- Max |F|: 2.3 eV Å⁻¹
- Energy relative to the best compared isomer or geometry (same formula, charge and spin): 11.7 kcal per mole
- HOMO: -9.0 eV

```
! wB97M-V def2-TZVPD RIJCOSX def2/J DEFGRID3
* xyz 0 1
C 0.92 1.55 -0.73
C 0.11 0.68 0.20
C -0.13 -0.60 -0.14
C -0.92 -1.60 0.65
H 0.40 1.58 -1.68
H 0.97 2.51 -0.18
H 1.96 1.26 -0.84
H -0.15 1.01 1.20
H 0.30 -1.10 -1.02
H -1.98 -1.30 0.70
H -0.85 -2.62 0.24
H -0.63 -1.76 1.69
*
```